Formula: C32H37BO3S
Source: the Open Molecules 2025 dataset
Level of theory: ωB97M-V with the def2-TZVPD basis set

XYZ file:
```
74
Properties=species:S:1:pos:R:3:mulliken_charge:R:1
C -0.301 -5.443 -3.398 -0.677
O -0.698 -4.184 -3.991 -0.466
C -1.211 -3.213 -3.182 0.462
C -0.977 -1.858 -3.531 -0.666
C -0.937 -0.915 -2.526 -0.827
C -1.197 -1.287 -1.191 -0.179
C -0.697 -0.498 0.012 0.876
B 0.551 -1.535 0.280 0.474
O 1.092 -1.990 1.440 -0.410
C 2.538 -2.073 1.227 1.804
C 3.167 -1.214 2.311 -1.882
C 2.920 -3.531 1.423 -2.019
C 2.742 -1.550 -0.275 1.653
C 3.357 -0.153 -0.385 -1.750
C 3.434 -2.496 -1.244 -1.960
O 1.408 -1.451 -0.796 -0.057
C -1.731 -0.540 1.107 -0.151
C -2.913 0.199 0.973 -0.178
C -3.937 0.080 1.913 -0.637
C -3.844 -0.848 2.954 -0.668
C -2.675 -1.596 3.091 -0.903
C -1.633 -1.428 2.176 -0.012
C -1.792 -2.543 -0.966 -0.201
C -1.814 -3.516 -1.943 -0.574
H 0.395 -5.883 -4.116 0.270
H 0.193 -5.302 -2.425 0.254
H -1.167 -6.103 -3.262 0.303
H -0.730 -1.624 -4.559 0.424
H -0.655 0.116 -2.743 0.466
H -0.415 0.534 -0.227 -0.015
H 4.259 -1.225 2.238 0.418
H 2.820 -0.176 2.255 0.235
H 2.905 -1.601 3.303 0.425
H 4.007 -3.670 1.338 0.400
H 2.631 -3.855 2.430 0.469
H 2.417 -4.173 0.690 0.306
H 4.412 -0.165 -0.064 0.378
H 3.326 0.168 -1.438 0.490
H 2.789 0.579 0.207 -0.002
H 4.486 -2.658 -0.972 0.360
H 2.908 -3.460 -1.290 0.299
H 3.411 -2.041 -2.245 0.420
H -3.027 0.841 0.099 0.517
H -4.823 0.717 1.832 0.364
H -4.666 -0.984 3.658 0.398
H -2.557 -2.315 3.897 0.442
H -0.762 -2.053 2.294 0.575
H -2.194 -2.791 0.015 0.406
H -2.205 -4.507 -1.724 0.382
C -5.132 3.979 0.034 -1.360
C -3.652 3.754 0.064 1.098
C -3.018 3.429 1.270 -0.796
C -1.649 3.262 1.340 -0.272
C -0.848 3.468 0.193 1.208
C 0.576 3.472 0.312 0.208
C 1.352 3.215 1.441 -0.541
C 2.730 3.537 1.253 -0.897
C 3.002 3.993 -0.034 0.767
C 4.239 4.668 -0.481 -1.249
S 1.637 3.793 -1.055 -0.222
C -1.494 3.687 -1.048 -0.724
C -2.871 3.848 -1.105 -1.075
H -5.448 4.274 -0.976 0.364
H -5.670 3.064 0.326 0.240
H -5.430 4.770 0.737 0.332
H -3.618 3.287 2.161 0.413
H -1.171 2.985 2.277 0.172
H 0.948 2.846 2.377 0.437
H 3.507 3.512 2.017 0.355
H 4.896 4.809 0.386 0.362
H 4.783 4.101 -1.245 0.294
H 3.983 5.651 -0.895 0.301
H -0.900 3.743 -1.962 0.278
H -3.361 4.067 -2.056 0.271
```

## Properties
HOMO = -7.51 eV
Relative energy (zero: lowest compared OMol25 entry of this formula, charge and spin) = 0.867 eV
Multiplicity = 1
Structure (SMILES) = COc1ccc([C@H](B2OC(C)(C)C(C)(C)O2)c2ccccc2)cc1.Cc1ccc(-c2ccc(C)s2)cc1
M = 512.524 g/mol

Formula: C32H37ClN5O6P
Source: the Open Molecules 2025 dataset
Level of theory: ωB97M-V with the def2-TZVPD basis set

XYZ file:
```
82
Properties=species:S:1:pos:R:3:mulliken_charge:R:1
C 4.094 2.947 1.845 -0.876
C 4.476 1.672 1.767 -0.057
C 3.933 0.552 2.608 -1.053
C 3.268 -0.600 1.792 2.174
C 3.448 -1.818 2.607 -0.762
N 3.602 -2.787 3.237 -0.650
C 3.945 -0.866 0.420 -0.852
Cl 3.221 0.124 -0.884 -0.100
C 4.034 -2.334 -0.013 -0.066
C 4.629 -2.418 -1.442 -1.813
C 1.724 -0.362 1.764 -0.299
C 1.353 1.013 1.463 -0.227
N 0.975 2.040 1.071 -0.492
P 0.733 -1.572 0.712 0.141
C -0.062 -2.664 1.983 -0.802
C -0.943 -1.867 2.996 -1.164
C -0.679 -0.689 -0.083 -0.566
C -0.396 -0.407 -1.582 -1.097
H 4.122 3.541 0.945 0.257
H 3.787 3.364 2.795 0.296
H 5.252 1.416 1.055 0.335
H 3.244 0.973 3.337 0.438
H 4.736 0.097 3.194 0.403
H 4.972 -0.530 0.515 0.735
H 3.070 -2.825 -0.069 0.039
H 4.736 -2.889 0.601 0.537
H 5.144 -3.368 -1.550 0.435
H 3.883 -2.315 -2.203 0.421
H 5.398 -1.654 -1.570 0.404
H 1.383 -0.514 2.791 0.714
H -0.630 -3.446 1.493 0.525
H 0.756 -3.090 2.561 0.413
H -0.443 -1.791 3.958 0.350
H -1.915 -2.328 3.144 0.309
H -1.100 -0.848 2.647 0.259
H -1.021 0.202 0.439 0.386
H -1.507 -1.399 -0.058 0.502
H 0.454 -0.978 -1.940 0.201
H -0.273 0.662 -1.720 0.253
H -1.256 -0.741 -2.158 0.372
O -0.634 7.865 4.322 -0.618
N -0.324 6.836 3.758 1.027
O 0.759 6.299 3.854 -0.609
C -1.331 6.199 2.898 -0.003
C -2.564 6.806 2.741 -0.422
C -3.503 6.213 1.913 -0.442
C -3.205 5.024 1.255 -0.214
C -1.965 4.425 1.432 -0.826
C -1.020 5.013 2.257 -0.485
H -2.796 7.729 3.252 0.447
H -4.469 6.680 1.776 0.388
H -3.936 4.561 0.603 0.620
H -1.732 3.500 0.924 0.557
H -0.056 4.543 2.388 0.651
O -4.990 2.651 -2.747 -0.598
N -5.429 3.073 -1.702 1.027
O -4.754 3.318 -0.719 -0.691
C -6.876 3.305 -1.609 0.120
C -7.676 3.004 -2.696 -0.405
C -9.044 3.204 -2.597 -0.428
C -9.591 3.702 -1.423 -0.420
C -8.772 4.007 -0.344 -0.514
C -7.404 3.807 -0.434 -0.208
H -7.249 2.618 -3.609 0.449
H -9.683 2.968 -3.437 0.371
H -10.660 3.851 -1.347 0.376
H -9.200 4.396 0.569 0.376
H -6.767 4.041 0.406 0.467
O 3.514 -4.159 -3.269 -0.589
N 3.134 -5.143 -2.671 1.037
O 2.528 -5.115 -1.619 -0.608
C 3.434 -6.458 -3.253 0.051
C 4.156 -6.525 -4.430 -0.303
C 4.456 -7.768 -4.964 -0.495
C 4.030 -8.922 -4.321 -0.425
C 3.299 -8.837 -3.144 -0.476
C 2.997 -7.598 -2.603 -0.210
H 4.486 -5.626 -4.930 0.437
H 5.025 -7.836 -5.881 0.371
H 4.271 -9.892 -4.737 0.377
H 2.966 -9.737 -2.646 0.367
H 2.431 -7.530 -1.686 0.452
```

## Properties
HOMO = -8.16 eV
Multiplicity = 1
Structure (SMILES) = C=CC[C@](C#N)([C@H](Cl)CC)[C@@H](C#N)P(CC)CC.O=[N+]([O-])c1ccccc1.O=[N+]([O-])c1ccccc1.O=[N+]([O-])c1ccccc1
M = 654.104 g/mol

Formula: C32H38B11Br7N7O2Ru
Source: the Open Molecules 2025 dataset
Level of theory: ωB97M-V with the def2-TZVPD basis set

XYZ file:
```
98
Properties=species:S:1:pos:R:3:nbo_charge:R:1
Ru -0.428 0.075 -0.003 1.372
Br 1.743 -0.293 2.274 0.084
B -1.845 0.542 2.060 0.564
B -2.288 1.909 3.135 -0.216
C -4.022 1.910 3.122 -0.525
B -3.219 1.630 1.678 -0.230
B -4.720 0.753 2.090 -0.084
B -4.721 0.522 3.826 -0.112
B -3.263 1.283 4.483 -0.062
B -1.821 0.390 3.855 -0.234
Br -0.252 0.261 5.003 0.020
B -3.350 -0.494 4.312 -0.054
Br -3.403 -1.696 5.834 0.057
B -4.241 -0.840 2.751 -0.131
Br -5.340 -2.431 2.518 0.035
B -3.333 -0.101 1.415 -0.186
Br -3.327 -0.597 -0.497 0.036
B -2.426 -0.940 2.802 -0.179
Br -1.476 -2.654 2.767 0.010
H -1.692 2.915 3.278 0.089
H -4.529 2.857 3.224 0.337
H -3.239 2.431 0.812 0.090
H -5.708 0.972 1.493 0.118
H -5.737 0.571 4.414 0.136
H -3.275 1.858 5.506 0.119
Br 6.760 -4.993 -7.013 0.156
C 6.005 -5.231 -5.308 -0.030
C 4.820 -4.562 -4.994 -0.255
C 4.265 -4.719 -3.749 -0.130
C 4.895 -5.549 -2.799 0.000
C 6.066 -6.240 -3.141 -0.121
C 6.627 -6.069 -4.386 -0.237
N 4.348 -5.804 -1.563 -0.002
N 3.436 -5.213 -1.007 -0.035
C 3.051 -3.933 -0.936 0.057
C 3.961 -2.859 -1.090 -0.136
C 3.539 -1.564 -1.012 -0.274
C 2.172 -1.242 -0.783 0.448
O 1.765 -0.046 -0.764 -0.658
C 1.239 -2.333 -0.570 0.162
N -0.067 -2.005 -0.353 -0.548
C -0.946 -2.996 -0.297 0.097
C -0.595 -4.346 -0.342 -0.179
C 0.723 -4.689 -0.465 -0.095
C 1.674 -3.662 -0.622 -0.079
H 4.340 -3.933 -5.730 0.243
H 3.330 -4.233 -3.502 0.216
H 6.526 -6.887 -2.406 0.251
H 7.538 -6.584 -4.657 0.255
H 5.008 -3.084 -1.250 0.247
H 4.234 -0.744 -1.124 0.246
H -1.988 -2.745 -0.200 0.241
H -1.375 -5.087 -0.248 0.251
H 1.047 -5.721 -0.448 0.255
N 0.648 1.699 -4.007 -0.502
C 0.415 1.700 -2.682 0.253
N -0.372 0.721 -2.308 -0.556
C -0.652 -0.012 -3.458 0.154
C -1.411 -1.161 -3.661 -0.242
C -1.527 -1.625 -4.957 -0.186
C -0.913 -0.975 -6.037 -0.187
C -0.148 0.160 -5.854 -0.218
C -0.023 0.624 -4.554 0.085
H 1.233 2.348 -4.508 0.439
H 0.849 2.431 -2.019 0.213
H -1.902 -1.661 -2.837 0.220
H -2.118 -2.511 -5.148 0.233
H -1.050 -1.369 -7.034 0.238
H 0.328 0.667 -6.683 0.238
N -0.598 2.010 0.237 -0.540
C -0.841 3.142 0.091 0.687
N -1.142 4.386 0.041 -0.413
C -1.181 5.212 1.263 -0.239
C -0.209 6.374 1.080 -0.083
O -0.517 7.093 -0.095 -0.493
C -0.379 6.305 -1.255 -0.082
C -1.339 5.116 -1.223 -0.236
H -0.912 4.605 2.125 0.238
H -2.195 5.596 1.387 0.231
H 0.822 5.994 1.037 0.174
H -0.297 7.066 1.914 0.232
H 0.657 5.949 -1.350 0.170
H -0.613 6.945 -2.103 0.229
H -1.170 4.447 -2.064 0.223
H -2.369 5.475 -1.251 0.234
C 4.303 1.485 3.658 -0.610
C 3.030 2.138 3.122 -0.263
C 3.251 3.617 2.803 -0.599
C 2.558 1.437 1.857 -0.387
H 4.666 2.021 4.534 0.231
H 5.089 1.503 2.900 0.204
H 4.119 0.450 3.948 0.221
H 2.246 2.057 3.880 0.223
H 3.957 3.737 1.978 0.208
H 3.659 4.128 3.674 0.237
H 2.310 4.104 2.532 0.190
H 3.382 1.229 1.179 0.223
H 1.789 1.998 1.334 0.206
```

## Properties
⟨S²⟩ = 8.83
HOMO (spin up / spin down) = -12.63 / -13.44 eV
Multiplicity = 6
M = 1332.033 g/mol
Total charge = +2

Which value of multiplicity does entry 3 give?
6